Formula: C3H3NS
Source: OMol25
Level of theory: the ωB97M-V functional and the def2-TZVPD basis

Cartesian coordinates (Å):
C 0.684 0.276 -1.827
C -0.175 -0.912 1.695
C -0.167 1.086 -1.107
N 1.338 -0.532 -2.344
S -0.412 0.549 0.692
H -0.958 -0.667 2.452
H 0.433 -1.798 1.627
H -0.743 1.998 -1.189

## Properties
- Kohn-Sham gap (spin up / spin down): 7.894 / 8.326 eV
- LUMO (spin up / spin down): 0.2 / -2.1 eV
- E: -15479.6408 eV
- Multiplicity: 3

Results of the Mulliken charge analysis, in e, for atoms 1 through 6:
1 C 0.38
2 C -0.57
3 C -0.39
4 N -0.36
5 S -0.05
6 H 0.24